No. 1
{
  "formula": "C9H11F9NO",
  "method": "ωB97M-V/def2-TZVPD",
  "elements": ["F", "C", "F", "F", "C", "F", "F", "C", "F", "F", "C", "F", "F", "C", "C", "C", "N", "C", "C", "O", "H", "H", "H", "H", "H", "H", "H", "H", "H", "H", "H"],
  "coordinates": [[2.37, -1.09, 1.38], [3.42, -0.79, 0.65], [4.02, -1.94, 0.40], [4.27, -0.06, 1.30], [3.04, -0.18, -0.73], [2.08, -0.94, -1.27], [4.11, -0.31, -1.49], [2.69, 1.33, -0.74], [3.68, 2.07, -0.30], [2.51, 1.66, -2.03], [1.39, 1.74, -0.01], [1.32, 3.08, -0.14], [1.46, 1.52, 1.31], [0.10, 1.19, -0.62], [-0.51, 0.05, 0.20], [-1.74, -0.52, -0.52], [-2.27, -1.71, 0.26], [-3.39, -1.07, 1.06], [-3.77, 0.19, 0.22], [-2.69, 0.45, -0.73], [-0.64, 1.98, -0.71], [0.28, 0.83, -1.63], [0.19, -0.80, 0.31], [-0.73, 0.38, 1.22], [-1.35, -0.97, -1.44], [-2.60, -2.49, -0.31], [-1.50, -2.07, 0.83], [-4.30, -1.66, 1.08], [-2.95, -0.80, 2.01], [-4.60, -0.11, -0.41], [-3.92, 1.04, 0.87]],
  "homo_energy_ev": -15.010,
  "gap_ev": 11.33,
  "total_energy_ev": -37499.2894,
  "smiles": "FC(F)(F)C(F)(F)C(F)(F)C(F)(F)CC[C@H]1[NH2+]CCO1",
  "total_charge": 1
}


No. 2
{
  "formula": "C5H12NO2",
  "method": "ωB97M-V/def2-TZVPD",
  "elements": ["C", "C", "C", "C", "O", "N", "C", "O", "H", "H", "H", "H", "H", "H", "H", "H", "H", "H", "H", "H"],
  "coordinates": [[-2.08, -0.09, -0.02], [-0.45, -0.02, -0.06], [0.04, -0.58, 1.29], [1.39, -0.13, 1.64], [1.71, 0.17, 3.00], [0.24, -0.65, -1.21], [0.00, 0.19, -2.56], [-0.76, 1.16, -2.38], [-2.58, -0.61, -0.82], [-2.61, -0.28, 1.03], [-2.13, 0.97, -0.17], [-0.14, 1.10, -0.27], [-0.54, -0.19, 1.98], [0.04, -1.74, 1.43], [2.22, -0.81, 1.29], [1.73, 0.81, 1.17], [0.92, 0.21, 3.69], [-0.23, -1.53, -1.38], [1.05, 0.37, -2.87], [-0.38, -0.70, -3.35]],
  "e_above_lowest_ev": 4.994,
  "homo_energy_ev": -2.732,
  "gap_ev": 6.11,
  "total_energy_ev": -10961.9959,
  "smiles": "C[C@@H](CCO)NC[O-]",
  "total_charge": -1
}


No. 3
{
  "formula": "C25H31CaN3O4",
  "method": "ωB97M-V/def2-TZVPD",
  "elements": ["Ca", "C", "C", "O", "C", "C", "O", "C", "C", "O", "C", "C", "O", "H", "H", "H", "H", "H", "H", "H", "H", "H", "H", "H", "H", "H", "H", "H", "H", "C", "C", "C", "C", "C", "C", "N", "C", "C", "C", "C", "C", "N", "C", "C", "C", "C", "C", "C", "N", "H", "H", "H", "H", "H", "H", "H", "H", "H", "H", "H", "H", "H", "H", "H"],
  "coordinates": [[0.30, 0.83, 0.45], [-0.25, 1.72, 3.40], [0.13, 3.05, 2.78], [-0.23, 3.02, 1.39], [0.36, 4.08, 0.63], [1.53, 3.55, -0.23], [2.01, 2.36, 0.40], [3.29, 1.90, -0.02], [3.69, 0.84, 0.99], [2.60, -0.07, 1.13], [2.45, -0.61, 2.45], [1.74, 0.37, 3.35], [0.46, 0.64, 2.77], [-1.31, 1.52, 3.25], [-0.05, 1.74, 4.47], [1.20, 3.23, 2.89], [-0.41, 3.85, 3.29], [0.71, 4.87, 1.30], [-0.41, 4.51, -0.02], [2.32, 4.30, -0.28], [1.20, 3.32, -1.24], [4.02, 2.71, -0.02], [3.23, 1.47, -1.03], [3.91, 1.33, 1.95], [4.59, 0.32, 0.66], [3.42, -0.89, 2.87], [1.85, -1.51, 2.34], [2.32, 1.29, 3.44], [1.62, -0.06, 4.35], [0.55, 1.89, -3.37], [1.40, 0.71, -2.98], [2.49, 0.33, -3.76], [3.26, -0.75, -3.37], [2.87, -1.48, -2.26], [1.74, -1.10, -1.57], [1.06, 0.04, -1.87], [1.11, -1.93, -0.51], [1.39, -3.28, -0.33], [0.65, -3.98, 0.63], [-0.36, -3.34, 1.33], [-0.59, -1.99, 1.08], [0.17, -1.33, 0.20], [-1.72, -1.20, 1.64], [-2.56, -1.68, 2.62], [-3.69, -0.95, 2.95], [-3.96, 0.22, 2.26], [-3.04, 0.68, 1.32], [-3.27, 1.96, 0.57], [-1.93, -0.01, 1.04], [0.18, 1.74, -4.39], [1.13, 2.81, -3.38], [-0.31, 1.99, -2.71], [2.72, 0.88, -4.66], [4.13, -1.03, -3.94], [3.44, -2.35, -1.95], [2.12, -3.80, -0.93], [0.84, -5.03, 0.80], [-0.97, -3.89, 2.03], [-2.35, -2.61, 3.13], [-4.37, -1.30, 3.71], [-4.86, 0.78, 2.45], [-4.30, 2.30, 0.69], [-3.09, 1.80, -0.50], [-2.61, 2.74, 0.92]],
  "e_above_lowest_ev": 0.000,
  "homo_energy_ev": -14.320,
  "gap_ev": 8.57,
  "total_energy_ev": -57517.4938,
  "total_charge": 2
}


No. 4
{
  "formula": "H26O13",
  "method": "ωB97M-V/def2-TZVPD",
  "elements": ["H", "H", "H", "H", "H", "H", "H", "H", "H", "H", "H", "H", "H", "H", "H", "H", "H", "H", "H", "H", "H", "H", "H", "H", "H", "H", "O", "O", "O", "O", "O", "O", "O", "O", "O", "O", "O", "O", "O"],
  "coordinates": [[-0.45, -1.12, -0.15], [0.91, -0.71, -0.15], [-2.04, -2.47, 1.86], [-1.22, -3.38, 2.75], [0.89, 2.96, -1.86], [0.80, 2.89, -0.43], [-1.54, 2.85, 1.71], [-1.10, 2.29, 0.31], [2.88, -0.74, -2.06], [2.49, -0.47, -0.60], [-0.38, 3.83, 0.96], [-0.82, 5.37, 0.58], [1.51, -1.30, -2.78], [0.40, -0.50, -3.37], [-0.59, -3.47, -0.70], [-0.54, -2.32, -1.73], [-4.20, -1.04, -1.55], [-4.78, 0.05, -0.84], [2.77, -2.25, 0.45], [4.16, -1.94, -0.02], [-0.46, -0.59, 2.92], [-0.51, 0.92, 2.80], [2.24, -0.28, 2.94], [2.92, 0.73, 2.16], [-1.48, 1.04, -2.45], [-1.17, 0.40, -1.05], [0.09, -0.36, 0.09], [-2.12, -3.07, 2.52], [1.43, 2.57, -1.15], [-1.72, 2.15, 0.99], [3.04, -0.16, -1.32], [-0.50, 4.54, 0.25], [0.90, -0.57, -2.55], [-0.83, -3.31, -1.60], [-5.03, -0.82, -1.08], [3.61, -2.28, 0.70], [-0.43, 0.28, 3.42], [2.15, 0.06, 2.07], [-1.28, 0.22, -2.05]],
  "e_above_lowest_ev": 6.087,
  "homo_energy_ev": -10.965,
  "gap_ev": 10.55,
  "total_energy_ev": -27035.8602,
  "total_charge": 0
}


No. 5
{
  "formula": "C37H34N5O10S2W",
  "method": "ωB97M-V/def2-TZVPD",
  "elements": ["W", "O", "N", "O", "C", "C", "C", "C", "C", "C", "N", "C", "C", "N", "C", "C", "C", "C", "H", "H", "H", "H", "H", "H", "H", "O", "C", "O", "C", "O", "O", "S", "C", "C", "N", "C", "H", "H", "H", "C", "C", "C", "C", "C", "C", "C", "S", "O", "O", "N", "C", "C", "C", "O", "O", "H", "H", "H", "H", "H", "H", "H", "H", "H", "H", "H", "H", "C", "C", "C", "C", "C", "C", "C", "C", "C", "C", "H", "H", "H", "H", "H", "H", "H", "H", "H", "H", "H", "H"],
  "coordinates": [[1.07, 0.61, 1.55], [-5.85, 1.10, 3.71], [-5.08, 0.91, 4.64], [-5.38, 0.99, 5.81], [-3.64, 0.74, 4.31], [-2.83, 0.50, 5.35], [-1.42, 0.31, 5.17], [-0.54, 0.04, 6.23], [0.79, -0.14, 5.93], [1.21, -0.06, 4.61], [0.39, 0.20, 3.61], [-0.90, 0.39, 3.89], [-1.76, 0.69, 2.79], [-1.13, 0.81, 1.61], [-1.85, 1.08, 0.54], [-3.23, 1.22, 0.59], [-3.89, 1.11, 1.78], [-3.14, 0.85, 2.95], [-3.25, 0.45, 6.34], [-0.90, -0.03, 7.25], [1.51, -0.35, 6.71], [2.24, -0.24, 4.36], [-1.30, 1.20, -0.39], [-3.77, 1.43, -0.32], [-4.96, 1.22, 1.83], [4.76, -0.49, 2.72], [3.74, 0.08, 2.54], [2.58, -0.51, 2.16], [3.51, 1.59, 2.76], [4.37, 2.38, 2.95], [2.21, 1.83, 2.70], [1.03, 5.36, 0.87], [-0.53, 5.00, 1.47], [-0.65, 3.66, 1.64], [0.47, 2.93, 1.27], [1.42, 3.72, 0.86], [-1.26, 5.76, 1.69], [-1.52, 3.17, 2.03], [2.40, 3.38, 0.57], [-2.80, 1.82, -8.56], [-1.67, 1.26, -7.73], [-1.83, 0.07, -7.02], [-0.81, -0.42, -6.22], [0.38, 0.29, -6.12], [0.57, 1.47, -6.83], [-0.46, 1.95, -7.62], [1.64, -0.40, -5.11], [2.54, -1.19, -5.89], [0.97, -0.99, -3.97], [2.52, 0.89, -4.61], [2.16, 1.48, -3.31], [2.67, 0.65, -2.13], [2.03, 1.01, -0.84], [2.71, 1.07, 0.23], [0.78, 1.17, -0.70], [-3.58, 1.08, -8.73], [-2.43, 2.16, -9.54], [-3.25, 2.68, -8.07], [-2.75, -0.48, -7.11], [-0.94, -1.34, -5.67], [1.50, 2.01, -6.76], [-0.33, 2.87, -8.18], [3.50, 0.71, -4.76], [1.07, 1.54, -3.26], [2.55, 2.50, -3.28], [3.75, 0.70, -2.02], [2.38, -0.38, -2.31], [1.03, -2.85, -0.78], [0.22, -2.57, 0.53], [-1.28, -2.84, 0.27], [0.37, -1.10, 0.65], [0.72, -3.47, 1.66], [1.20, -2.99, 2.86], [1.62, -3.85, 3.87], [1.56, -5.22, 3.69], [1.08, -5.72, 2.49], [0.66, -4.86, 1.49], [0.60, -2.32, -1.64], [1.01, -3.92, -0.99], [2.07, -2.55, -0.66], [-1.63, -2.31, -0.62], [-1.88, -2.54, 1.13], [-1.44, -3.91, 0.11], [-0.22, -0.70, -0.18], [1.26, -1.93, 3.02], [2.01, -3.44, 4.80], [1.89, -5.90, 4.47], [1.02, -6.79, 2.33], [0.29, -5.28, 0.56]],
  "homo_energy_ev": -11.136,
  "gap_ev": 6.79,
  "total_energy_ev": -90335.6032,
  "total_charge": 1
}


No. 6
{
  "formula": "C22H49AuN2OP3Se",
  "method": "ωB97M-V/def2-TZVPD",
  "elements": ["Au", "P", "P", "P", "H", "C", "C", "H", "C", "C", "C", "C", "C", "C", "C", "C", "C", "H", "H", "H", "H", "H", "H", "H", "H", "H", "H", "H", "H", "H", "H", "H", "H", "H", "H", "H", "H", "H", "H", "H", "H", "H", "H", "H", "H", "H", "C", "C", "C", "C", "C", "C", "Se", "H", "H", "H", "H", "H", "H", "C", "N", "C", "C", "O", "N", "C", "C", "H", "H", "H", "H", "H", "H", "H", "H", "H", "H", "H", "H"],
  "coordinates": [[0.66, -0.68, -0.61], [2.19, -0.06, -2.29], [-1.60, -0.69, -1.63], [1.78, -0.30, 1.54], [-2.60, -2.40, 1.38], [-2.00, -1.82, 2.08], [-1.92, -0.48, 2.01], [-2.51, 0.07, 1.28], [3.18, -1.43, -2.93], [1.32, 0.64, -3.69], [3.33, 1.16, -1.62], [-3.25, -1.20, -1.01], [-1.92, 1.00, -2.23], [-1.43, -1.78, -3.07], [1.25, -0.79, 3.21], [2.19, 1.46, 1.70], [3.35, -1.20, 1.40], [-1.42, -2.39, 2.81], [-1.30, 0.06, 2.72], [3.84, -1.11, -3.75], [2.51, -2.22, -3.28], [3.78, -1.82, -2.09], [2.07, 0.89, -4.45], [0.78, 1.55, -3.38], [0.59, -0.06, -4.12], [4.00, 1.48, -2.43], [3.92, 0.75, -0.79], [2.76, 2.02, -1.24], [-3.86, -1.56, -1.86], [-3.74, -0.33, -0.56], [-3.18, -2.01, -0.28], [-2.96, 1.10, -2.56], [-1.24, 1.23, -3.06], [-1.72, 1.70, -1.42], [-2.38, -1.88, -3.60], [-1.11, -2.77, -2.69], [-0.67, -1.39, -3.74], [2.14, -0.97, 3.83], [0.64, -1.71, 3.16], [0.66, 0.03, 3.65], [2.34, 1.70, 2.76], [1.35, 2.03, 1.30], [3.10, 1.68, 1.14], [3.89, -1.16, 2.36], [3.94, -0.75, 0.60], [3.09, -2.24, 1.15], [0.26, -4.98, 0.55], [-0.89, -5.18, 1.29], [-1.21, -6.48, 1.70], [-0.37, -7.56, 1.39], [0.80, -7.32, 0.67], [1.12, -6.03, 0.27], [0.77, -3.23, -0.31], [-0.19, -2.45, 0.63], [-1.53, -4.34, 1.56], [-2.13, -6.68, 2.26], [-0.62, -8.57, 1.71], [1.46, -8.14, 0.42], [2.04, -5.85, -0.28], [-1.33, 3.21, 2.73], [-1.35, 4.27, 1.74], [-1.27, 5.61, 2.25], [-0.98, 3.88, 0.47], [-0.67, 2.69, 0.25], [-0.95, 4.80, -0.54], [-1.71, 6.02, -0.54], [-0.48, 4.37, -1.84], [-1.75, 3.62, 3.64], [-0.32, 2.84, 2.90], [-1.95, 2.38, 2.41], [-0.38, 6.14, 1.90], [-2.16, 6.20, 1.99], [-1.22, 5.54, 3.33], [-1.83, 6.31, -1.59], [-2.70, 5.88, -0.10], [-1.18, 6.84, -0.04], [0.29, 3.61, -1.75], [-1.30, 3.98, -2.44], [-0.08, 5.25, -2.36]],
  "e_above_lowest_ev": 0.223,
  "homo_energy_ev": [-15.282, -15.282],
  "gap_ev": [6.46, 2.89],
  "total_energy_ev": -125514.3368,
  "total_charge": 3,
  "multiplicity": 3
}


Q: Which formula does entry 2 have?
A: C5H12NO2